{
  "formula": "C18H25BClNO4Pt",
  "method": "ωB97M-V/def2-TZVPD",
  "elements": ["Pt", "Cl", "C", "C", "C", "C", "O", "C", "C", "O", "C", "H", "H", "H", "H", "C", "C", "C", "O", "B", "O", "C", "C", "C", "H", "H", "H", "H", "H", "H", "H", "H", "H", "H", "H", "H", "C", "C", "C", "C", "C", "N", "H", "H", "H", "H", "H", "H", "H", "H", "H"],
  "coordinates": [[-0.986610, -0.804801, 0.118941], [-4.895050, -7.104623, -0.201742], [-4.332283, -5.555579, -0.329986], [-5.102959, -4.585358, -1.034640], [-4.629450, -3.326909, -1.129980], [-3.350659, -2.933439, -0.507203], [-2.983135, -1.771847, -0.588801], [-2.570008, -3.981157, 0.201022], [-1.279902, -3.713593, 0.859721], [-0.743475, -2.621443, 0.985337], [-3.068424, -5.238225, 0.274447], [-6.044439, -4.883697, -1.476174], [-5.165143, -2.542410, -1.650448], [-0.782872, -4.585073, 1.299389], [-2.534923, -6.033183, 0.781998], [4.305003, -0.055132, 0.366660], [2.967776, 0.518178, 0.778845], [2.901571, 2.006649, 0.478307], [1.912550, -0.111612, -0.043385], [0.848449, -0.223573, 0.778277], [1.050489, 0.043667, 2.083850], [2.517518, 0.161524, 2.231808], [3.006190, -1.199304, 2.697624], [2.809138, 1.224509, 3.267533], [4.521717, 0.226264, -0.663114], [4.319946, -1.139964, 0.437750], [5.096835, 0.347780, 0.999815], [3.032415, 2.153113, -0.593703], [3.692430, 2.548064, 0.995936], [1.941161, 2.430551, 0.780130], [2.804345, -1.972607, 1.954393], [2.492877, -1.460085, 3.622271], [4.077550, -1.183168, 2.894218], [2.317908, 2.165560, 3.031488], [3.884323, 1.397793, 3.333734], [2.461740, 0.890248, 4.244087], [-1.279840, 4.313561, -0.954354], [-0.979007, 3.229687, -2.002650], [-2.030652, 3.234861, -3.121804], [0.439309, 3.395316, -2.574282], [-1.026426, 1.927535, -1.327895], [-1.057985, 0.909889, -0.801333], [-1.203463, 5.284743, -1.441899], [-0.563421, 4.285850, -0.133834], [-2.286532, 4.210342, -0.551248], [-1.977416, 4.195828, -3.632194], [-3.037469, 3.117042, -2.722525], [-1.838851, 2.450258, -3.853008], [0.494085, 4.368662, -3.060659], [0.663827, 2.627409, -3.313708], [1.191240, 3.361901, -1.787010]],
  "forces_ev_per_angstrom": [[0.2, 0.0, 0.0], [0.0, 0.1, 0.0], [-0.1, -0.1, 0.0], [0.0, 0.1, 0.0], [-0.2, -0.1, 0.0], [0.1, 0.4, -0.1], [-0.2, -0.5, 0.0], [-0.1, -0.2, 0.0], [0.2, 0.2, 0.3], [-0.1, -0.3, -0.2], [0.2, 0.1, 0.0], [0.0, 0.0, 0.0], [0.0, 0.0, 0.0], [0.0, 0.0, 0.1], [0.0, 0.0, 0.0], [0.0, 0.0, 0.0], [0.0, 0.0, 0.0], [0.0, 0.0, 0.0], [0.1, 0.0, 0.0], [-0.2, 0.0, -0.1], [0.0, 0.0, 0.1], [0.0, 0.0, 0.0], [0.0, 0.0, 0.0], [0.0, 0.0, 0.0], [0.0, 0.0, 0.0], [0.0, 0.0, 0.0], [0.0, 0.0, 0.0], [0.0, 0.0, 0.0], [0.0, 0.0, 0.0], [0.0, 0.0, 0.0], [0.0, 0.0, 0.0], [0.0, 0.0, 0.0], [0.0, 0.0, 0.0], [0.0, 0.0, 0.0], [0.0, 0.0, 0.0], [0.0, 0.0, 0.0], [0.0, 0.0, 0.0], [0.0, 0.0, 0.0], [0.0, 0.0, 0.0], [0.0, 0.0, 0.0], [-0.1, -0.2, 0.1], [0.0, 0.2, 0.0], [0.0, 0.0, 0.0], [0.0, 0.0, 0.0], [0.0, 0.0, 0.0], [0.0, 0.0, 0.0], [0.0, 0.0, 0.0], [0.0, 0.0, 0.0], [0.0, 0.0, 0.0], [0.0, 0.0, 0.0], [0.0, 0.0, 0.0]],
  "lowdin_charge": [1.135, 1.012, -0.551, -0.018, 0.133, -0.256, 0.057, -0.026, -0.080, -0.066, 0.018, 0.142, 0.158, 0.165, 0.143, 0.008, -0.443, -0.005, 0.101, -0.768, 0.105, -0.444, -0.001, 0.008, 0.101, 0.091, 0.108, 0.093, 0.105, 0.092, 0.097, 0.102, 0.104, 0.091, 0.108, 0.102, -0.016, -0.567, -0.022, -0.013, -0.031, 0.057, 0.104, 0.094, 0.097, 0.103, 0.095, 0.096, 0.105, 0.101, 0.079],
  "homo_energy_ev": [-14.91, -14.91],
  "charge": 2,
  "fmax_ha_per_bohr": 0.0096,
  "energy_ha": -1660.40603
}